[1]
This record from OMol25 describes 5 unconnected molecules or ions with the total composition C25H29FN5OS at a distorted geometry. The level of theory is wB97M-V/def2-TZVPD.

gap between HOMO and LUMO	6.62	eV
E_LUMO	-4.0623	eV
E_HOMO	-10.7	eV
charge	+1

The geometry in XYZ format:
```
62
Properties=species:S:1:pos:R:3:forces:R:3
H 5.254898 -3.068090 -3.199867 -0.09 0.07 0.05
N 3.172080 -1.113474 -1.383063 0.03 -0.45 -1.00
C -1.007538 -3.807442 1.872968 -0.04 0.62 0.72
N 2.229838 2.782024 2.157476 -0.11 0.32 -5.67
C -2.821457 -4.319159 5.176998 -0.86 -0.08 0.46
C 3.357189 -2.312107 -3.903492 0.05 -0.02 0.00
C -1.534443 -3.778497 0.591779 -0.17 0.24 -0.11
H -0.646153 4.458634 -1.504825 0.29 -0.81 1.00
H 5.004063 -1.967247 -0.971595 -0.04 -0.02 -0.09
H 0.439305 3.119394 -6.628703 0.01 0.08 0.10
H -0.920617 5.102496 -7.311958 0.06 -0.01 0.14
C 0.265557 3.939003 -5.940721 -0.09 0.22 0.02
C -1.531576 -4.658526 5.552742 0.06 -0.15 0.25
H 1.355753 -0.359060 -2.003990 -0.06 -0.04 -0.09
C -3.679551 -4.998141 7.198805 -0.28 0.36 -0.79
H 1.741024 3.595416 2.594670 0.38 -0.63 -0.65
H -1.360695 -4.598106 -0.096203 -0.02 0.06 0.09
H -3.073682 -0.767284 0.866786 -0.02 -0.18 0.09
H -0.388000 1.705531 0.915771 -1.21 1.84 -1.08
C -1.059561 2.554584 0.431064 -0.95 -0.42 0.33
C -1.334353 -5.190104 6.822791 -0.03 -0.01 0.00
C 2.245825 -1.544722 -3.570165 0.15 -0.07 0.00
C 2.200411 -0.969850 -2.310256 0.76 -0.18 0.58
H -0.337366 -5.466779 7.153123 -0.11 0.03 -0.04
H -1.273682 6.950216 -5.665714 0.08 -0.08 0.06
H 0.927006 4.821185 0.886603 1.36 -1.53 -1.63
H -2.720617 -2.615004 -0.779458 0.03 -0.02 0.11
F -2.394804 1.265203 -1.610315 0.32 1.84 4.77
H 1.435158 -1.397412 -4.274710 0.06 -0.02 0.07
C -2.488949 -1.641867 1.128412 0.10 -0.13 -0.18
H 2.901471 2.159925 -1.305443 0.15 -1.06 2.20
H 2.110917 0.780541 -0.224376 1.77 1.90 0.01
C -2.389965 1.772886 -0.198891 -5.70 -0.92 4.30
C -0.490131 5.044837 -6.316464 -0.01 0.00 -0.01
S 0.001317 3.365944 -0.904750 0.69 -0.08 -0.21
O -3.421111 1.604816 0.661707 7.74 1.07 -7.16
C -0.118445 5.957596 -4.146814 0.38 -0.48 0.29
H 3.907257 1.301782 0.148721 -2.16 0.96 -0.69
N 0.618230 4.895835 -3.752700 -0.55 -0.07 -0.52
H -2.042240 -0.980463 3.131880 -0.05 -0.04 -0.03
H 3.429038 -2.777342 -4.882289 -0.01 0.06 0.13
C 0.792462 3.910058 -4.659532 -0.01 0.40 0.54
N -1.181770 -2.821665 2.779800 -0.33 0.13 -1.05
C -2.427306 -5.364082 7.665584 0.21 0.05 -0.18
H -3.026410 -3.897747 4.197169 0.07 -0.06 0.12
C 2.211946 2.839865 0.785239 0.01 0.11 3.45
H -2.306839 -5.775296 8.661404 -0.04 0.04 -0.09
H 1.386293 3.066988 -4.317617 -0.04 0.03 -0.10
N -3.902066 -4.478126 5.972213 0.94 -0.26 0.32
H -0.413707 -4.650512 2.214883 -0.06 0.04 -0.07
C -1.918445 -1.759904 2.385686 0.57 -0.66 0.36
H -4.564407 -5.117913 7.817670 0.10 0.00 -0.02
C 4.375451 -2.477129 -2.970535 -0.24 0.05 -0.18
H 2.175523 4.758441 -0.606463 -1.88 -1.58 1.09
C 1.451664 4.117155 0.086159 0.26 0.59 1.11
H -1.398546 3.346372 1.257735 0.51 -1.99 -1.98
C 4.237916 -1.865597 -1.734711 -0.62 0.49 0.38
H -0.242240 6.737037 -3.400620 -0.02 0.02 -0.11
H -0.700887 -4.511505 4.871863 -0.13 0.07 0.06
C 2.869049 1.693422 -0.223409 -1.30 0.63 0.65
C -2.290131 -2.672663 0.216036 0.06 -0.07 -0.05
C -0.688949 6.075633 -5.404088 0.08 -0.18 -0.10
```
Positions in Å, forces in eV/Å.

[2]
This record from OMol25 describes a molecular structure, C25H29FeN2 at a distorted geometry. The level of theory is wB97M-V/def2-TZVPD.

gap between HOMO and LUMO (spin up / spin down)	3.84 / 5.17	eV
E_LUMO (spin up / spin down)	2.9532 / 2.3790	eV
multiplicity	5
E_HOMO (spin up / spin down)	-0.9 / -2.8	eV
charge	-1
ΔE to the lowest compared entry with this formula, charge and spin	285.5	kJ/mol

The geometry in XYZ format:
```
57
Properties=species:S:1:pos:R:3:forces:R:3
H -0.627642 -2.430284 -4.345973 -0.09 -0.06 0.12
C -1.004861 -0.779124 -2.853822 1.44 0.92 -1.07
C -1.396504 -4.201213 -1.069098 -1.07 -1.05 0.91
H 0.343913 -1.797998 1.680306 0.04 0.18 0.28
C 0.911382 1.093824 -0.249997 1.54 1.36 0.32
C -2.171592 -2.369815 0.168630 -0.91 -1.01 0.82
C 0.612845 -1.571618 -1.326816 1.21 2.31 -0.95
C -0.320425 -0.451864 -1.644641 0.69 0.27 -0.56
H -2.846249 3.021307 -0.442529 0.28 -0.49 0.21
C -0.806598 2.251649 -0.786465 0.22 1.09 1.05
C 2.540217 0.241330 1.103307 2.56 -0.30 -1.31
C 0.608075 -2.463799 -2.455215 0.90 0.99 -0.73
C -0.431147 0.753916 -0.730877 -2.16 -1.98 -1.16
H -3.017643 -4.060182 -2.651939 0.17 0.14 0.16
H 1.864164 1.990745 -2.729294 0.04 -0.19 -0.08
H -1.718404 -0.112117 -3.330920 0.06 -0.37 0.01
H 1.249482 -1.580939 -0.442419 -0.08 -0.19 -0.46
H 1.133748 2.964044 -1.366131 0.17 0.16 0.42
H -0.840582 -5.089134 -1.356926 -0.08 0.30 -0.03
N 2.103963 0.780711 -1.000299 -0.14 0.03 -1.41
C 0.395030 0.282294 2.288947 0.33 -0.02 -0.63
H -1.619051 -0.078456 1.481386 0.23 0.51 0.59
C 2.371256 1.077067 -2.406413 -0.07 -0.51 0.76
H 0.887230 2.175377 3.198086 0.05 -0.12 0.03
C 0.616572 2.635159 -0.452720 -0.55 -1.10 0.12
H 4.067604 0.144344 -0.523645 -0.18 -0.03 0.26
H -0.106022 -1.529982 3.385002 0.19 0.09 -0.16
C 0.885814 3.391942 0.747453 -0.24 1.81 -0.36
C 0.939007 1.111169 3.444933 0.00 0.22 0.37
H 1.972010 0.846365 3.683866 -0.05 0.08 -0.04
C -1.154013 -3.405112 0.110902 -1.30 -1.05 0.97
Fe -1.164549 -2.288538 -1.547890 -0.49 0.59 -0.36
H -2.165567 4.776959 1.120663 0.13 -0.42 -0.30
H -2.344972 -1.697620 1.000090 0.04 -0.15 -0.23
C 0.573972 -1.210784 2.580554 -0.17 -0.29 0.01
H 1.603026 -1.428705 2.890139 -0.24 -0.05 -0.05
C -0.414798 -1.999949 -3.377586 1.12 0.92 -1.09
H 3.048393 -0.141214 1.979909 -0.19 0.21 -0.21
H -3.908340 -1.910606 -1.200982 0.21 -0.14 -0.03
C -3.031898 -2.515975 -0.992636 -1.06 -1.02 0.95
H 3.451080 1.228919 -2.482421 -0.05 0.15 -0.11
H 1.322030 -3.271074 -2.601972 -0.48 0.01 0.02
C 3.071654 0.361229 -0.155742 0.44 -0.65 2.12
C -1.413476 4.082906 0.726395 -0.77 0.25 -0.68
H -1.550022 0.393395 3.173991 0.29 0.12 -0.30
H 0.149007 4.940536 1.989312 -0.36 -0.27 0.11
C -0.108786 4.200641 1.230540 1.42 -0.30 0.31
H 0.326502 0.942272 4.337988 0.13 -0.04 -0.04
C -1.094661 0.590979 2.185594 -0.53 -0.12 0.23
C -1.777074 3.070853 -0.207592 -0.39 0.15 -0.40
H 2.109385 0.243727 -3.072875 -0.26 0.13 0.16
H 1.922708 3.386797 1.069614 -0.15 0.24 0.34
N 1.222568 0.613087 1.074176 -0.86 -0.06 0.96
H -1.042220 0.391196 0.092329 0.26 0.18 -0.33
H -1.271532 1.649004 1.949265 -0.04 -0.33 -0.09
H -0.398668 -3.593271 0.869880 -0.15 0.05 -0.31
C -2.555343 -3.654372 -1.757422 -1.02 -1.15 0.87
```
Positions in Å, forces in eV/Å.

[3]
This record from OMol25 describes a molecular structure, C25H29I2N5O2SV at a distorted geometry. The level of theory is wB97M-V/def2-TZVPD.

gap between HOMO and LUMO (spin up / spin down)	6.26 / 6.88	eV
E_LUMO (spin up / spin down)	-7.3175 / -6.6985	eV
multiplicity	2
E_HOMO (spin up / spin down)	-13.6 / -13.6	eV
charge	+2
ΔE to the lowest compared entry with this formula, charge and spin	79.6	kJ/mol

The geometry in XYZ format:
```
65
Properties=species:S:1:pos:R:3:forces:R:3
C 1.292270 4.843253 -0.594738 -0.01 -0.15 0.04
H -3.551499 0.714650 -0.757144 0.06 0.10 -0.12
H -3.638870 2.373370 -1.353511 0.08 -0.08 0.01
C -0.903554 -2.488395 -1.259281 -0.06 -0.23 0.17
H 5.857052 -2.317045 -0.923904 0.04 0.00 -0.04
C -3.417144 3.125583 1.142556 -0.08 0.06 0.09
C -2.207259 2.833915 3.210612 -0.20 0.10 0.00
N 0.575951 2.170951 -0.662977 0.16 0.31 -0.05
H 1.564017 5.888840 -0.566539 0.03 0.03 -0.02
N 3.481582 -2.127440 1.514655 -0.15 -0.09 0.20
C -3.197214 3.472984 2.471964 -0.20 0.20 0.12
C -2.540174 -2.157315 -2.994631 0.16 -0.04 -0.07
S 2.060357 -0.606380 -0.103161 0.50 -0.12 -0.06
C -1.446328 1.855740 2.606111 0.68 -0.67 -0.38
H -2.831682 -2.224987 -4.033835 0.02 0.03 -0.04
H 1.290025 -5.335488 3.019333 0.01 -0.08 0.01
H 2.738320 4.212265 0.874187 0.03 -0.03 0.04
C 1.943588 3.916021 0.206995 -0.10 0.02 -0.09
I -4.380503 4.953497 3.370304 0.25 -0.28 -0.18
C 2.265884 -1.705369 1.220572 -0.47 0.16 0.02
N 0.453865 0.035899 -2.357106 0.71 -0.19 -2.57
H -4.480802 -1.510728 -2.341934 -0.04 -0.03 -0.01
H 2.046993 1.851503 0.757888 -0.10 -0.02 -0.07
C 1.210562 -3.192001 2.903368 0.08 -0.27 -0.07
H -2.135101 0.749171 -2.452480 0.08 -0.04 0.05
C -1.661985 1.484511 1.273487 -1.55 1.84 1.10
C 1.556984 2.593257 0.142977 0.40 0.31 0.36
H 2.048523 -3.052052 3.590218 -0.07 0.07 0.07
H -0.780378 2.296259 -3.266185 -0.11 -0.03 0.08
H 0.299640 -3.090781 3.491367 0.05 0.09 0.02
I 0.125056 0.904618 3.626876 -0.26 0.23 0.01
C 1.269027 -4.569048 2.248391 -0.03 0.10 0.13
C 4.888394 -2.557983 -0.491824 -0.03 0.08 0.15
C -3.132190 -1.751505 -0.696178 -0.10 0.03 -0.06
O 1.322752 -0.302420 -4.525919 0.01 -0.03 0.04
H 0.057685 -2.889666 -0.955720 0.02 0.15 0.01
H -4.194696 3.624526 0.580541 -0.03 0.02 -0.03
C 0.903341 -0.131322 -3.463362 0.26 -0.07 -0.82
H 2.156353 -4.684673 1.627805 0.05 -0.02 -0.03
H -3.881006 -1.525180 0.052477 0.00 0.05 0.01
C -1.843458 -2.104887 -0.301372 0.08 -0.20 -0.05
N -1.811853 1.350064 -1.697002 0.20 -0.34 0.05
C -3.473372 -1.764201 -2.039791 -0.05 0.03 0.20
V -0.081813 0.258899 -0.705247 1.06 -1.01 -1.51
H -0.267252 5.099536 -2.047180 -0.07 0.00 -0.01
H -1.629937 -2.206810 0.758080 0.04 0.09 -0.05
H 5.534965 -1.995042 1.479982 -0.05 0.12 0.08
H -1.934790 3.342446 -2.435042 0.07 -0.11 -0.02
N 1.209623 -2.115962 1.914315 -0.04 -0.10 -0.06
C -1.261925 -2.522691 -2.606969 -0.10 -0.01 -0.03
O -0.890868 0.607640 0.652004 -1.74 -0.04 3.71
H 4.702232 -0.703377 0.599878 0.04 -0.03 0.13
C 0.268364 4.405195 -1.415941 -0.03 -0.15 -0.01
H 0.321715 -1.721593 1.645251 0.13 0.02 0.09
C -1.195286 2.548562 -2.285307 0.17 0.19 -0.18
H 0.392396 -4.737193 1.625543 -0.04 -0.01 -0.03
H 3.580098 -2.774938 2.282708 -0.06 -0.01 -0.04
H -2.039206 3.095079 4.245193 0.04 0.02 0.01
C -2.988012 1.645776 -0.855617 -0.37 0.10 0.27
H 4.118139 -2.294908 -1.212920 -0.03 -0.04 -0.06
H -0.553610 -2.880458 -3.342517 0.03 0.03 -0.02
C -2.671441 2.131724 0.536656 0.53 -0.43 0.02
C -0.077072 3.060940 -1.422315 -0.14 0.50 -0.05
C 4.710881 -1.774317 0.804624 0.24 -0.07 -0.46
H 4.853643 -3.630523 -0.309269 0.02 -0.05 0.01
```
Positions in Å, forces in eV/Å.

[4]
This record from OMol25 describes a single C25H29N3O2 molecule at a distorted geometry. The level of theory is wB97M-V/def2-TZVPD.

gap between HOMO and LUMO	6.35	eV
E_LUMO	-0.1253	eV
E_HOMO	-6.5	eV
ΔE to the lowest compared entry with this formula, charge and spin	501.4	kJ/mol

The geometry in XYZ format:
```
59
Properties=species:S:1:pos:R:3:forces:R:3
H 2.059675 -0.805358 1.775206 -0.32 -1.19 -0.11
C 1.985653 0.096041 -5.267891 0.02 -0.90 1.78
H 3.039379 -2.772130 -3.744551 -0.04 -0.21 0.16
C -1.853738 -3.748114 2.458506 -0.05 -0.98 -0.54
H -0.600477 5.797862 -1.462531 0.01 -0.01 0.14
H 0.757498 -4.457531 1.540906 0.33 0.54 0.08
C 0.178117 -1.291100 -1.059212 -0.69 0.42 -0.91
H 0.481141 0.150893 1.780125 -0.05 -0.38 1.14
H 1.930415 -0.371942 -6.257768 0.05 0.08 0.22
C -1.857590 5.124586 2.153585 0.34 0.09 0.00
H -2.273337 7.284104 2.243264 0.15 -0.52 -0.19
H -1.810317 0.210943 0.198235 0.41 0.59 -1.68
H -2.739669 -3.865564 3.096680 0.32 -0.01 -0.15
H 1.509673 -3.914971 3.064462 -0.35 0.13 -0.31
H -2.247943 4.917439 3.142378 -0.01 -0.10 0.00
H 0.456092 -2.589949 -2.726182 0.15 -0.41 -0.11
H -3.224948 -0.722673 1.970496 0.27 -1.01 0.05
C 1.871794 -1.883141 1.533912 0.78 0.03 -0.13
H 4.071553 -1.554641 -4.469139 0.44 -0.17 -0.30
C 0.784519 -1.692020 -2.235116 0.62 0.22 -0.69
C -1.295901 4.099510 1.396121 -0.23 1.38 -0.08
C 3.080901 -2.008327 -4.509450 -0.56 0.69 0.34
C -0.599208 -1.709805 1.861855 0.40 0.36 -0.20
C -3.053920 -1.785535 1.666424 -0.53 0.34 -0.41
O -1.567863 2.089863 2.720710 -0.31 0.44 -0.10
C -1.396792 6.684450 0.353138 -0.38 -0.07 0.49
C -1.878864 6.444709 1.655777 0.38 -0.24 -0.89
N -1.761111 -2.349886 2.088458 0.18 1.01 -0.32
H 2.869444 -2.470331 -5.467542 0.28 -0.08 -0.29
C -0.807123 4.362167 0.109772 -0.78 0.98 0.37
C 0.292776 0.035801 -0.660828 0.67 -0.48 1.55
H -0.597433 -4.114353 4.186413 0.04 0.36 -0.16
H -3.824845 -2.478415 2.038301 0.18 0.69 0.29
C -0.611988 -4.306827 3.108299 -0.11 -0.11 1.05
C -0.392975 3.097554 -0.554795 0.11 -1.72 0.30
N 0.550515 -2.404404 1.991277 0.26 1.21 -0.30
H -0.640299 -5.408293 3.040041 0.05 0.47 -0.11
C 1.672125 -0.821639 -2.900025 0.26 1.32 0.50
H 1.883520 1.571147 -0.424718 -0.65 -0.42 -0.60
C -1.198370 2.631190 1.662109 0.50 0.14 -0.68
C -0.754232 0.546775 0.341647 -0.36 0.33 -1.02
O 0.039301 3.012029 -1.711295 -0.48 0.17 0.89
H -3.201617 -1.841344 0.572679 0.48 0.12 0.28
H 2.901693 0.967748 -2.599943 0.06 -0.28 -0.06
C 1.510070 0.699620 -0.995280 -1.08 0.07 -0.68
H 2.861062 0.763902 -5.214857 -0.27 0.03 -0.18
H -1.429118 7.696089 -0.066030 -0.02 -0.39 0.19
H 2.040069 -2.028438 0.442952 -0.56 0.22 0.64
C 2.140727 0.309745 -2.193423 -0.84 -0.38 0.94
C -0.626982 2.059891 0.476469 -0.87 -0.45 0.54
H -1.136041 0.253123 2.498076 -0.06 0.09 -0.53
C 0.627386 -3.789700 2.414747 0.03 -1.18 -0.29
C -0.562315 -0.151441 1.651842 2.31 -1.67 2.00
H -2.000903 -4.367743 1.553239 -0.33 0.42 0.11
H 1.054182 0.637254 -5.064510 0.36 0.10 -0.18
H 2.653549 -2.520547 1.998253 -0.55 0.59 0.09
H -0.521038 -1.955907 -0.531706 -0.03 0.30 -0.62
C -0.914740 5.627486 -0.435966 0.37 0.12 0.12
N 2.078846 -0.989868 -4.233592 -0.31 -0.68 -1.42
```
Positions in Å, forces in eV/Å.